# 1
# C15H39ClI2InP3

A structure of composition C15H39ClI2InP3 in a non-equilibrium geometry (the ωB97M-V functional and the def2-TZVPD basis, OMol25).

Structure (XYZ):
```
61
Properties=species:S:1:pos:R:3:forces:R:3
I 0.446 -1.788 -2.909 0.1 0.1 0.0
I -1.234 -1.863 1.301 0.0 -1.0 -0.2
In -0.032 -0.095 -0.353 -0.6 2.1 -0.2
P 2.202 -1.181 0.889 1.7 -0.8 0.6
C 2.352 -1.954 2.527 -0.7 0.2 0.2
C 2.686 -2.505 -0.238 -0.6 0.3 -0.4
H 3.664 -2.889 0.057 0.0 0.1 0.0
H 4.520 -0.590 1.128 -0.3 0.1 0.0
H 2.699 -2.092 -1.256 0.2 -0.4 0.3
H 3.697 0.368 -0.177 0.1 0.0 0.3
H 1.589 -2.733 2.633 0.2 0.2 0.1
H 1.937 -3.295 -0.154 0.1 -0.1 -0.2
C 3.616 -0.032 0.841 -0.7 0.6 -0.2
H 3.349 -2.409 2.605 -0.2 0.2 -0.1
H 3.418 0.785 1.550 0.3 -0.2 -0.2
H 2.229 -1.188 3.305 0.0 -0.3 -0.1
P -2.273 0.906 -1.379 0.0 0.4 -0.5
C -3.790 0.989 -0.372 0.4 -0.2 0.3
C -2.042 2.573 -2.102 0.3 -0.2 0.3
H -1.846 -0.193 -3.482 -0.5 0.0 0.2
H -3.572 0.287 -3.293 0.0 -0.1 0.0
H -2.948 -1.133 -2.402 0.0 0.0 -0.3
C -2.701 -0.141 -2.791 0.1 0.1 0.0
H -1.179 2.531 -2.781 -0.3 0.1 0.1
H -2.951 2.864 -2.649 0.3 -0.1 0.2
H -4.608 1.424 -0.963 0.3 -0.1 0.1
H -3.609 1.602 0.518 -0.1 -0.1 -0.2
H -1.827 3.295 -1.302 -0.1 -0.2 -0.3
H -4.061 -0.022 -0.050 0.0 0.2 -0.1
Cl 1.507 1.242 -1.671 -0.1 -0.9 -0.1
C 1.060 4.200 0.015 0.3 -0.3 0.0
C 1.083 3.744 1.498 0.3 0.2 -0.3
C 1.003 5.009 2.396 0.1 -0.3 0.2
P -0.149 2.337 1.765 -0.1 0.9 0.7
C 0.522 1.442 3.241 0.4 -0.4 0.4
C 1.226 2.261 4.340 -0.1 -0.3 0.5
C -0.518 0.513 3.870 -0.3 -0.6 -0.6
C -1.725 3.149 2.442 -0.2 -0.1 -0.6
C -1.694 3.732 3.865 0.0 -0.4 -0.2
C -2.302 4.207 1.472 0.0 -0.3 -0.2
H 0.129 4.727 -0.263 0.4 -0.2 0.2
H 1.194 3.332 -0.658 -0.1 0.8 0.4
H 1.902 4.899 -0.138 -0.4 -0.3 -0.1
H 2.082 3.292 1.696 -0.5 0.0 -0.2
H 0.079 5.562 2.190 0.3 0.0 0.2
H 1.087 4.785 3.471 -0.2 0.1 -0.5
H 1.857 5.664 2.150 -0.4 -0.3 0.0
H 1.264 0.774 2.756 0.1 0.3 0.3
H 0.557 2.920 4.918 0.2 -0.3 -0.5
H 1.654 1.569 5.091 -0.1 0.2 -0.4
H 2.027 2.865 3.944 0.3 0.2 -0.1
H -0.897 -0.216 3.123 0.2 0.8 0.7
H -0.092 -0.102 4.684 -0.2 0.5 -0.2
H -1.364 1.102 4.222 0.0 -0.3 0.3
H -2.439 2.310 2.429 0.1 0.1 0.2
H -0.982 4.539 4.001 0.1 0.0 -0.1
H -2.681 4.146 4.054 -0.1 0.0 0.1
H -1.502 2.962 4.610 -0.1 0.2 0.0
H -2.635 3.754 0.517 0.3 0.3 0.4
H -3.199 4.655 1.925 0.3 -0.1 -0.1
H -1.570 5.006 1.285 -0.5 -0.3 -0.1
```
Positions in Å, forces in eV/Å.

Values from the calculation:
Charge: +2
Multiplicity: 1
Kohn-Sham gap (alpha / beta) in eV: 5.016 / 4.064

Here are the Mulliken charges for atoms 1 to 5, given in e: 0.212 -0.178 1.107 0.772 -1.060



# 2
# C15H39O6PS

A cluster of 3 separate species, C15H39O6PS in total (the ωB97M-V functional and the def2-TZVPD basis, OMol25).

Structure (XYZ):
```
62
Properties=species:S:1:pos:R:3:forces:R:3
C 1.268 -4.992 1.465 0.1 -0.1 0.4
C 0.945 -3.513 1.540 -0.3 0.0 -0.5
C 1.616 -2.745 0.401 -0.2 -0.9 -0.1
O 0.852 -1.685 -0.125 0.5 0.4 0.7
P 1.097 -0.136 0.555 -0.5 -0.4 -0.2
S 1.518 1.996 1.069 0.1 0.9 -0.3
C -0.297 -0.248 1.753 0.2 0.4 0.2
C -1.631 0.143 1.102 0.1 -0.3 0.6
C -2.373 -0.991 0.430 -0.5 0.3 -0.4
O -2.331 -2.168 1.208 0.2 0.0 -0.2
C -2.743 -3.317 0.484 0.1 0.0 0.2
H 0.773 -5.451 0.615 0.0 0.0 -0.3
H 2.337 -5.174 1.397 0.2 -0.1 -0.1
H 0.904 -5.508 2.348 0.0 -0.1 0.2
H -0.121 -3.418 1.371 -0.3 0.2 0.2
H 1.172 -3.098 2.518 0.1 0.1 0.1
H 1.742 -3.470 -0.404 0.1 0.1 -0.3
H 2.630 -2.458 0.703 0.0 0.4 -0.1
H 2.452 -0.391 0.817 -0.2 -0.3 0.2
H 0.799 0.406 -0.704 0.0 0.1 0.1
H 1.754 2.081 2.389 0.0 -0.4 0.0
H -0.393 -1.211 2.241 0.1 -0.3 -0.3
H -0.112 0.477 2.534 0.2 0.2 0.1
H -2.259 0.509 1.910 -0.1 0.1 0.2
H -1.492 0.988 0.434 -0.1 0.1 -0.3
H -2.025 -1.152 -0.591 0.4 -0.3 0.0
H -3.420 -0.682 0.337 -0.1 0.0 -0.1
H -1.886 -3.926 0.196 0.1 0.0 0.0
H -3.282 -3.060 -0.424 -0.2 0.1 -0.1
H -3.384 -3.905 1.131 -0.1 -0.1 0.1
C -2.485 4.873 4.969 0.0 -0.1 0.0
O -2.671 3.936 3.924 0.0 0.1 0.0
C -3.126 4.527 2.715 0.0 -0.3 0.0
C -2.003 4.698 1.716 0.0 0.3 -0.1
O -1.041 5.644 2.157 -0.1 -0.1 0.2
C 0.121 5.033 2.693 0.1 0.1 -0.1
H -1.939 4.373 5.768 0.0 0.0 0.0
H -1.907 5.739 4.636 0.0 0.0 0.0
H -3.451 5.208 5.360 0.0 0.1 0.0
H -3.611 5.488 2.912 0.0 0.0 0.0
H -3.876 3.852 2.289 0.0 0.0 0.0
H -2.422 5.077 0.778 0.0 0.0 0.0
H -1.528 3.734 1.508 0.0 0.0 0.0
H 0.719 4.598 1.887 0.0 -0.1 0.1
H -0.130 4.257 3.421 0.0 0.0 0.0
H 0.706 5.805 3.192 -0.1 0.1 0.0
C 1.690 -1.658 -3.027 0.1 0.0 -0.3
O 1.728 -0.455 -3.781 0.0 -0.2 0.0
C 2.974 -0.235 -4.423 -0.2 0.2 0.0
C 2.918 -0.590 -5.893 0.2 -0.2 0.0
O 2.727 -1.983 -6.092 -0.1 0.0 0.1
C 1.391 -2.323 -6.417 0.1 0.0 0.0
H 0.655 -1.846 -2.753 0.0 0.1 0.1
H 2.065 -2.508 -3.604 0.0 0.0 0.0
H 2.277 -1.548 -2.115 0.1 -0.1 0.0
H 3.771 -0.797 -3.926 0.0 0.0 0.0
H 3.203 0.831 -4.329 0.0 0.0 0.0
H 3.874 -0.326 -6.356 0.0 0.0 0.0
H 2.131 -0.017 -6.393 0.0 0.0 0.0
H 1.159 -2.025 -7.445 -0.1 0.0 0.0
H 0.677 -1.857 -5.733 0.0 0.0 0.0
H 1.297 -3.405 -6.337 0.1 0.0 0.0
```
Positions in Å, forces in eV/Å.

Values from the calculation:
Multiplicity: 1
Kohn-Sham gap in eV: 9.470
Structure (SMILES): CCCO[PH2](S)CCCOC.COCCOC.COCCOC

Here are the natural (NBO) charges for atoms 1 to 5, given in e: -0.603 -0.440 -0.071 -0.838 1.171